[1]
The following is a quantum chemistry calculation of a 7-piece molecular cluster, C18H30ClO22 overall, from OMol25.

ORCA input file:
```
! wB97M-V def2-TZVPD RIJCOSX def2/J DEFGRID3
* xyz -1 1
Cl -0.363 1.656 0.506
O 0.204 2.663 -0.374
O -0.408 0.395 -0.210
O 0.453 1.480 1.680
O -1.702 2.039 0.875
C 3.095 -1.005 -0.788
C 3.598 0.360 -1.222
O 4.775 0.540 -0.437
C 5.195 -0.659 0.006
O 6.082 -0.809 0.778
O 4.291 -1.623 -0.303
H 2.609 -1.530 -1.606
H 2.392 -0.961 0.043
H 2.895 1.181 -1.116
H 3.866 0.453 -2.285
C -0.164 4.526 2.924
C -1.092 5.199 1.930
O -1.264 6.493 2.525
C -1.037 6.399 3.850
O -1.174 7.270 4.615
O -0.409 5.224 4.136
H 0.879 4.595 2.614
H -0.431 3.480 3.054
H -2.066 4.703 1.860
H -0.714 5.194 0.910
C 1.734 3.301 -4.084
C 0.311 3.680 -3.615
O -0.197 4.550 -4.634
C 0.807 4.779 -5.523
O 0.673 5.360 -6.550
O 1.995 4.347 -5.019
H 1.799 2.295 -4.491
H 2.375 3.432 -3.220
H 0.399 4.248 -2.691
H -0.394 2.865 -3.490
C 3.557 0.263 2.982
O 3.522 -1.105 3.322
C 2.396 -1.790 3.151
O 1.360 -1.360 2.745
O 2.591 -3.003 3.681
C 1.552 -3.966 3.553
H 3.335 0.955 3.792
H 2.955 0.505 2.111
H 4.617 0.356 2.742
H 0.858 -3.840 2.730
H 1.015 -4.081 4.499
H 2.086 -4.918 3.463
C -1.269 -2.215 -2.441
O -2.470 -2.922 -2.770
C -2.377 -4.116 -3.332
O -1.365 -4.749 -3.497
O -3.592 -4.441 -3.805
C -3.685 -5.692 -4.466
H -1.583 -1.475 -1.714
H -0.839 -1.759 -3.333
H -0.518 -2.870 -1.999
H -4.370 -5.599 -5.302
H -4.082 -6.391 -3.727
H -2.738 -6.098 -4.808
C -2.582 -4.322 2.117
O -3.643 -3.410 1.862
C -3.414 -2.106 2.105
O -2.464 -1.688 2.670
O -4.405 -1.418 1.596
C -4.230 -0.021 1.260
H -2.738 -4.808 3.089
H -1.626 -3.809 2.261
H -2.462 -5.053 1.323
H -3.900 -0.082 0.226
H -3.383 0.343 1.841
H -5.120 0.565 1.429
*
```

***

[2]
The following is a quantum chemistry calculation of C18H30F15IN2O7S3 as an isolated structure, from OMol25.

ORCA input file:
```
! wB97M-V def2-TZVPD RIJCOSX def2/J DEFGRID3
* xyz 0 1
O 2.437 1.605 2.446
S 1.038 1.665 2.169
O 0.144 2.344 3.044
O 0.837 2.297 0.733
C 1.689 1.762 -0.292
C 1.700 0.226 -0.320
F 2.835 -0.288 0.265
S 1.845 -0.257 -2.077
O 2.368 -1.569 -2.213
O 0.684 0.183 -2.768
F 3.007 0.733 -2.439
C 0.427 -0.333 0.315
C 0.133 -1.810 0.032
C -1.296 -2.209 0.459
C -2.234 -2.230 -0.733
F -1.980 -3.338 -1.485
F -2.042 -1.157 -1.546
C -3.748 -2.299 -0.338
F -4.426 -3.005 -1.252
F -3.858 -2.929 0.851
C -4.403 -0.887 -0.239
F -3.541 -0.074 0.414
F -4.590 -0.430 -1.472
C -5.735 -0.919 0.592
F -5.397 -0.980 1.863
F -6.406 -2.007 0.292
S -6.915 0.569 0.361
F -7.108 0.117 -1.149
F -8.145 -0.327 0.797
F -6.741 1.033 1.860
F -5.690 1.493 -0.051
F -7.892 1.775 0.108
C 0.371 0.019 1.830
I 1.320 -1.351 3.156
H 2.700 2.161 -0.222
H 1.234 2.123 -1.216
H -0.388 0.252 -0.132
H 0.851 -2.466 0.523
H 0.230 -2.003 -1.036
H -1.709 -1.525 1.200
H -1.284 -3.223 0.855
H -0.664 0.081 2.158
C 4.800 -6.254 0.885
C 4.143 -5.514 -0.277
C 3.368 -4.259 0.137
O 2.120 -4.512 0.763
C 2.180 -4.808 2.142
N 3.321 -6.458 -1.038
H 4.074 -6.840 1.449
H 5.550 -6.948 0.508
H 5.291 -5.561 1.571
H 4.941 -5.169 -0.941
H 3.129 -3.691 -0.762
H 3.981 -3.611 0.780
H 2.977 -4.242 2.635
H 2.324 -5.874 2.334
H 1.224 -4.516 2.577
H 2.982 -6.010 -1.884
H 2.484 -6.658 -0.497
C 0.695 7.954 -0.556
C 1.336 7.011 -1.569
C 0.448 5.826 -1.968
O 0.349 4.803 -0.996
C -0.593 5.029 0.039
N 2.646 6.592 -1.064
H 0.724 7.539 0.452
H 1.236 8.898 -0.532
H -0.346 8.163 -0.811
H 1.508 7.581 -2.487
H 0.894 5.348 -2.845
H -0.554 6.169 -2.257
H -1.474 5.565 -0.325
H -0.155 5.579 0.875
H -0.903 4.053 0.406
H 3.139 6.069 -1.782
H 2.497 5.928 -0.309
*
```

***

[3]
The following is a quantum chemistry calculation of a 4-piece molecular cluster, C18H30F9NO8P overall, from OMol25.

ORCA input file:
```
! wB97M-V def2-TZVPD RIJCOSX def2/J DEFGRID3
* xyz 1 1
N 3.539 -1.215 -2.035
C 2.734 -1.462 -3.231
P 1.578 -0.027 -3.616
C 0.001 -0.200 -2.681
C -0.943 0.979 -3.102
C -2.178 0.542 -3.934
C -3.405 0.216 -3.041
O -3.512 -1.187 -2.762
C -4.849 -1.541 -2.798
O -5.436 -1.790 -1.845
H 4.106 -0.375 -2.138
H 2.905 -1.007 -1.263
H 3.417 -1.624 -4.077
H 2.097 -2.347 -3.074
H 2.257 1.128 -3.156
H 1.356 0.029 -5.014
H -0.408 -1.202 -2.868
H 0.237 -0.087 -1.610
H -0.370 1.687 -3.734
H -1.277 1.565 -2.239
H -1.967 -0.252 -4.665
H -2.477 1.428 -4.520
H -3.358 0.799 -2.106
H -4.302 0.539 -3.601
H -5.381 -1.576 -3.772
C 1.842 -7.788 -1.014
C 2.880 -6.771 -0.589
O 3.902 -6.626 -1.595
C 3.615 -5.835 -2.617
O 2.585 -5.237 -2.772
C 4.814 -5.749 -3.568
F 5.351 -6.950 -3.807
F 5.781 -4.971 -3.049
F 4.469 -5.222 -4.750
H 2.317 -8.739 -1.260
H 1.117 -7.951 -0.217
H 1.307 -7.457 -1.905
H 3.385 -7.112 0.312
H 2.428 -5.805 -0.362
C -2.420 6.587 0.694
C -2.535 5.463 1.701
O -1.873 4.271 1.223
C -0.558 4.225 1.390
O 0.094 5.092 1.894
C -0.006 2.888 0.886
F -0.523 2.540 -0.315
F -0.291 1.887 1.735
F 1.321 2.910 0.742
H -2.796 6.269 -0.279
H -2.987 7.456 1.026
H -1.380 6.887 0.555
H -3.581 5.195 1.840
H -2.142 5.752 2.676
C -0.021 3.598 4.877
C -0.609 2.201 4.898
O -0.474 1.603 6.196
C -1.391 1.956 7.098
O -2.292 2.717 6.906
C -1.150 1.205 8.413
F 0.148 1.210 8.760
F -1.531 -0.080 8.307
F -1.834 1.745 9.422
H 1.016 3.580 5.217
H -0.055 4.015 3.873
H -0.566 4.263 5.547
H -0.065 1.560 4.208
H -1.654 2.201 4.583
*
```

***

[4]
The following is a quantum chemistry calculation of C18H30N3O2PbS2 as an isolated structure, from OMol25.

ORCA input file:
```
! wB97M-V def2-TZVPD RIJCOSX def2/J DEFGRID3
* xyz -1 1
Pb 0.377 0.281 -2.012
C -2.566 -0.117 0.392
N -2.320 -0.348 -1.092
C -2.964 0.715 -1.907
C -2.739 -1.771 -1.466
C -2.310 -2.168 -2.868
N -0.887 -2.212 -2.999
C -0.395 -3.406 -2.242
C -0.454 -2.340 -4.403
H -3.576 -0.088 0.675
H -2.113 0.797 0.795
H -2.063 -0.874 0.945
H -4.048 0.710 -1.713
H -2.879 0.542 -2.946
H -2.556 1.689 -1.538
H -3.798 -1.729 -1.340
H -2.400 -2.412 -0.696
H -2.820 -1.520 -3.588
H -2.735 -3.162 -3.113
H -0.962 -4.352 -2.452
H -0.554 -3.211 -1.200
H 0.701 -3.480 -2.359
H -0.767 -3.217 -4.945
H 0.602 -2.283 -4.401
H -0.740 -1.464 -5.020
C 2.902 -1.261 1.306
C 1.666 -0.440 0.936
C 0.706 -0.327 2.119
C 0.932 -1.126 -0.266
H 3.390 -0.899 2.224
H 3.629 -1.272 0.508
H 2.621 -2.296 1.463
H 1.974 0.554 0.710
H 0.291 -1.315 2.332
H -0.188 0.261 1.894
H 1.180 0.119 3.003
H 0.021 -1.633 0.056
H 1.664 -1.787 -0.729
S 3.796 -3.192 -3.405
C 3.151 -1.696 -3.129
N 2.605 -0.666 -2.959
O 2.892 4.189 5.232
C 1.665 3.672 5.146
O 1.034 3.313 6.114
C 1.158 3.560 3.790
C -0.177 3.217 3.581
C -0.683 2.962 2.314
C 0.130 3.143 1.168
S -0.448 2.732 -0.402
C 1.424 3.569 1.380
C 1.968 3.715 2.652
H 3.084 4.641 4.387
H -0.785 3.183 4.485
H -1.718 2.814 2.243
H 2.079 3.726 0.566
H 3.001 3.962 2.776
*
```

***

HOMO-LUMO gap list, top to bottom, in eV: 9.46; 9.19; 9.74; 7.32